[1]
24
Properties=species:S:1:pos:R:3 method="wB97M-V/def2-TZVPD" charge=-1 orbital_gap_ev="6.2 / 6.2" homo_ev="-3.118 / -3.119" e_above_lowest_ev=0.0000
C 1.62742 -1.34738 -0.32788
C 1.43564 0.15117 -0.04467
C 2.20973 0.94496 -1.09636
C 1.93280 0.51625 1.34539
N -0.00028 0.61062 -0.13040
O -0.35863 1.68158 -0.68787
C -0.92349 -0.27797 0.17400
C -2.31188 -0.17059 0.10799
C -3.28274 -1.24819 0.09876
N -4.51856 -0.79678 -0.08019
N -4.44826 0.53095 -0.09061
C -3.21161 1.00548 -0.10087
H 1.28447 -1.95483 0.55528
H 0.98542 -1.63885 -1.05415
H 2.76190 -1.49051 -0.39619
H 1.95776 1.95802 -1.32228
H 1.98739 0.36649 -2.06981
H 3.36201 0.88231 -0.83259
H 1.81105 1.62265 1.71160
H 1.46237 -0.19610 2.10858
H 3.08174 0.29790 1.49325
H -0.62158 -1.11656 0.82477
H -3.17513 -2.35642 0.21582
H -3.04754 2.02583 -0.40155

=====

[2]
17
Properties=species:S:1:pos:R:3 method="wB97M-V/def2-TZVPD" charge=0 orbital_gap_ev=10.0 homo_ev=-9.108 e_above_lowest_ev=1.8687
C -2.42616 0.74235 0.77941
N -1.59353 1.02817 -0.38438
C -0.17022 0.94092 -0.05225
C 0.49501 -0.29053 -0.61082
O 0.07711 -0.89515 -1.56185
N 1.77560 -0.54979 -0.07441
C 1.94478 -1.09121 1.25957
H -3.45514 0.55063 0.46846
H -2.41095 1.51480 1.54991
H -2.08501 -0.19437 1.22994
H -1.77442 1.97941 -0.68950
H 0.34451 1.76194 -0.56697
H -0.01434 1.12431 1.01033
H 2.43089 -0.75629 -0.81127
H 2.77424 -0.60706 1.76734
H 1.03966 -0.83179 1.81050
H 2.01372 -2.17507 1.28217

=====

[3]
78
Properties=species:S:1:pos:R:3 method="wB97M-V/def2-TZVPD" charge=0 orbital_gap_ev="6.3 / 6.7" homo_ev="-5.886 / -8.186" e_above_lowest_ev=0.0000 multiplicity=5
Pd -0.76096 0.14995 -0.71992
C 3.53382 -0.42236 -1.47344
C 2.31676 -0.30043 -0.60331
N 1.09740 -0.69443 -1.22113
N 1.17955 -1.87105 -1.76103
C 0.05501 -2.50318 -2.07783
S -1.50429 -1.98437 -1.68095
S 0.28872 -4.08963 -2.84573
C 0.46920 -5.12478 -1.34196
C 1.51215 -4.60487 -0.39853
C 1.13386 -3.85196 0.70651
C 2.08958 -3.26327 1.52318
C 3.43744 -3.43396 1.24624
C 3.82343 -4.20347 0.15449
C 2.86638 -4.78104 -0.66397
C 2.37223 0.14759 0.73350
C 3.63584 0.60804 1.21296
C 3.82718 1.14432 2.46308
C 2.74978 1.23572 3.33996
C 1.51147 0.75678 2.93894
C 1.29152 0.21424 1.68518
O 0.08507 -0.37296 1.42160
H 3.28973 -1.04422 -2.33153
H 4.36785 -0.89274 -0.95195
H 3.87889 0.55184 -1.84267
H 0.73689 -6.10731 -1.73314
H -0.50258 -5.19848 -0.85526
H 0.07854 -3.70053 0.90217
H 1.78465 -2.65190 2.36439
H 4.18359 -2.96484 1.87596
H 4.87502 -4.34481 -0.06405
H 3.16866 -5.34876 -1.53702
H 4.48728 0.55166 0.55020
H 4.81211 1.48054 2.76053
H 2.87192 1.64718 4.33300
H 0.69118 0.78244 3.63579
C -1.72442 0.97149 3.23137
Si -1.57800 -0.28186 1.84712
C -1.77644 -2.05831 2.41651
C -3.24165 0.06492 0.87039
C -4.22521 -0.38372 1.76925
C -5.58173 -0.33671 1.49056
C -6.01122 0.16501 0.27428
C -5.06560 0.61628 -0.63034
C -3.69078 0.58923 -0.36585
Si -2.61332 1.29242 -1.77267
C -2.76666 3.16956 -1.68512
C -3.31399 0.75543 -3.42821
H -2.77192 1.14703 3.47363
H -1.29591 1.92408 2.90620
H -1.21736 0.65085 4.14328
H -2.24294 -2.09772 3.40423
H -0.79162 -2.51738 2.50044
H -2.38510 -2.65094 1.73270
H -3.93987 -0.79229 2.73261
H -6.29322 -0.69770 2.22268
H -7.06590 0.20251 0.03157
H -5.40732 1.00599 -1.58453
H -3.81861 3.46425 -1.76577
H -2.23093 3.65751 -2.50391
H -2.37812 3.53380 -0.73328
H -4.24265 1.28185 -3.66883
H -3.50336 -0.31884 -3.45481
H -2.59288 0.98344 -4.21795
C 2.78264 3.54354 -0.42825
As 0.96989 3.28240 -1.00647
C 1.07911 2.61558 -2.81436
C 0.22454 5.05500 -1.07959
O 0.09131 2.30010 -0.00691
H 3.25358 4.31572 -1.03630
H 3.32013 2.60613 -0.53170
H 2.78056 3.83293 0.62140
H 2.06005 2.82757 -3.23864
H 0.30750 3.07824 -3.42655
H 0.91387 1.53941 -2.77043
H 0.82610 5.68531 -1.73434
H 0.21631 5.47034 -0.07375
H -0.79372 4.99262 -1.45392

=====

[4]
93
Properties=species:S:1:pos:R:3 method="wB97M-V/def2-TZVPD" charge=+1 orbital_gap_ev=5.1 homo_ev=-10.635
C 5.52426 -5.51515 2.71911
C 5.50713 -5.18316 1.09854
C 6.21787 -6.50588 0.36049
C 6.43401 -3.89639 0.68425
C 5.54856 -2.51620 0.35641
C 4.94117 -2.55285 -1.16488
C 4.47191 -2.14438 1.53348
O 3.06171 -2.13496 1.11829
S 2.22322 -3.53091 1.62312
C 1.28958 -4.16454 0.08336
C 0.59067 -2.92723 -0.73375
F 2.26168 -4.87743 -0.82545
P 0.68050 -3.11286 3.05083
O 0.59957 -4.51970 4.13113
O -0.90155 -3.06573 2.25721
S 1.01030 -1.56427 4.18065
H 6.62013 -5.44044 3.12415
H 5.17362 -6.63203 2.92728
H 4.81598 -4.82933 3.35535
H 4.43482 -5.10947 0.63482
H 7.39167 -6.41834 0.36015
H 5.89571 -7.48588 0.95672
H 5.82365 -6.60669 -0.74418
H 7.27843 -3.65154 1.46635
H 6.99988 -4.13711 -0.33410
H 6.36188 -1.64297 0.36351
H 5.58145 -3.33971 -1.79390
H 3.82808 -2.89786 -1.25478
H 5.16526 -1.50475 -1.66770
H 4.54180 -2.84274 2.49426
H 4.70799 -1.04786 1.93476
H 0.49792 -5.00417 0.38505
H 0.97790 -1.85948 -0.45150
H -0.56932 -2.93795 -0.51093
H 0.80802 -3.07157 -1.89298
H 1.02861 -5.32039 3.68017
H -0.99322 -3.98045 1.82687
C -2.33619 0.35949 4.87183
C -1.47570 1.43559 4.64894
C -1.73480 2.67315 5.24115
C -2.86116 2.82132 6.06220
C -3.73090 1.74478 6.28147
C -3.46292 0.51275 5.68152
N -3.12503 4.11272 6.70806
O -2.34274 5.04599 6.47412
O -4.11199 4.19474 7.45319
H -2.12693 -0.60507 4.41244
H -0.60041 1.30873 4.01544
H -1.05451 3.50194 5.05763
H -4.61136 1.84717 6.91238
H -4.13040 -0.32986 5.84804
C 2.16084 -1.37450 -7.54254
C 3.06752 -1.86860 -6.60342
C 2.80322 -1.73684 -5.23880
C 1.62026 -1.10974 -4.82392
C 0.71198 -0.60594 -5.76449
C 0.98856 -0.74109 -7.12644
N 1.32453 -0.99083 -3.39113
O 2.16194 -1.43206 -2.59003
O 0.25315 -0.46014 -3.06473
H 2.36859 -1.48461 -8.60551
H 3.97971 -2.35971 -6.93549
H 3.51983 -2.12726 -4.51950
H -0.20752 -0.11265 -5.45638
H 0.28829 -0.35602 -7.86441
C -5.54834 1.18706 -8.10817
C -5.40786 1.10607 -9.49447
C -4.20996 0.65397 -10.05128
C -3.15600 0.27951 -9.20647
C -3.29161 0.36711 -7.81456
C -4.49340 0.82343 -7.26944
N -1.90321 -0.22066 -9.78511
O -1.81536 -0.26540 -11.02122
O -1.00710 -0.57333 -9.00495
H -6.48626 1.53483 -7.67855
H -6.23406 1.39269 -10.14162
H -4.11633 0.59657 -11.13354
H -2.48002 0.08448 -7.14734
H -4.60957 0.89214 -6.19007
C -4.61686 7.02799 6.71792
C -5.89582 7.49206 6.40643
C -6.10030 8.84412 6.12447
C -5.01106 9.72589 6.15296
C -3.72737 9.26409 6.47290
C -3.53575 7.91025 6.75584
N -5.21506 11.14370 5.83257
O -6.36878 11.51696 5.57311
O -4.22193 11.88514 5.83573
H -4.46137 5.97187 6.93154
H -6.73366 6.79858 6.38035
H -7.10309 9.19004 5.88343
H -2.87401 9.93831 6.50349
H -2.54253 7.54145 7.00233

=====

[5]
34
Properties=species:S:1:pos:R:3 method="wB97M-V/def2-TZVPD" charge=+1 orbital_gap_ev="9.4 / 5.7" homo_ev="-12.837 / -12.833" e_above_lowest_ev=0.1837 multiplicity=2
Cu -0.22399 -0.04752 0.08886
Cl -1.65139 1.24948 3.07365
Ge 0.01471 0.13081 2.42087
Cl -0.00248 -1.84055 3.17324
Cl 1.83044 1.11311 2.84988
C 2.80177 -1.68578 -4.80248
C 3.71639 -1.80334 -3.58894
C 3.02377 -1.40751 -2.29561
N 2.74375 0.04452 -2.29521
C 1.58768 0.65311 -2.25024
S 0.06191 -0.19873 -2.12355
N 1.52942 2.00903 -2.32847
C 2.57640 3.00445 -2.28301
O 2.38300 3.95794 -1.58542
C 3.79469 2.79829 -3.11305
C 5.01406 3.24800 -2.61715
C 6.15726 3.09703 -3.38586
C 6.07307 2.52566 -4.65031
C 4.84816 2.10119 -5.15414
C 3.70555 2.23102 -4.38166
H 3.31687 -1.97565 -5.71867
H 2.44652 -0.65981 -4.94196
H 1.92328 -2.32779 -4.69707
H 4.61238 -1.18688 -3.72228
H 4.07518 -2.82706 -3.46878
H 3.64038 -1.62030 -1.42428
H 2.07611 -1.92653 -2.17910
H 3.55628 0.63108 -2.44723
H 0.62034 2.39271 -2.11400
H 5.05284 3.71141 -1.63810
H 7.11225 3.43204 -3.00360
H 6.96630 2.42036 -5.25367
H 4.78321 1.67896 -6.14861
H 2.74326 1.91461 -4.77199

=====

[6]
16
Properties=species:S:1:pos:R:3 method="wB97M-V/def2-TZVPD" charge=0 orbital_gap_ev=9.2 homo_ev=-8.534 e_above_lowest_ev=4.1359
C 1.88755 0.27117 -0.06338
C 0.39445 0.50671 0.13250
C -0.43940 0.11263 -1.06210
C -1.80705 0.10951 -0.73086
O -1.19816 -1.25404 0.63770
C -0.24277 -0.42831 1.25472
H 2.28641 0.88985 -0.87488
H 2.45051 0.51075 0.84496
H 2.08731 -0.77844 -0.31132
H 0.22299 1.55415 0.41015
H -0.08116 0.08143 -2.08518
H -0.63918 -1.10752 -0.56489
H -2.53701 -0.30924 -1.42372
H -2.23641 0.71422 0.06594
H -0.69813 0.16654 2.05894
H 0.55004 -1.03942 1.71142

=====

> Look up the charge of the second one.

0